No. 1
DFT (the ωB97M-V functional and the def2-TZVPD basis) results for an isolated molecule of C9H9P.

Last column: Mulliken charge in e.
Cartesian coordinates (Å):
1 C 0.11 -1.08 -2.69  -0.33
2 C -0.89 -0.94 -1.71  -0.87
3 C 1.46 -0.72 -2.44  -0.53
4 C -0.53 -0.59 -0.38  -0.19
5 C 1.76 -0.26 -1.15  -0.51
6 C 0.80 -0.34 -0.11  0.78
7 C -0.66 -0.24 3.23  -0.55
8 C -0.32 0.62 2.32  0.13
9 C -1.08 1.87 1.86  -1.14
10 P 1.33 0.43 1.41  -0.03
11 H -0.15 -1.52 -3.61  0.38
12 H -1.84 -1.19 -2.01  0.43
13 H 2.28 -1.03 -3.18  0.26
14 H -1.32 -0.52 0.39  0.37
15 H 2.83 -0.12 -0.90  0.25
16 H -0.30 -0.92 3.86  0.42
17 H -2.10 2.07 2.24  0.32
18 H -0.94 1.78 0.82  0.37
19 H -0.45 2.69 2.06  0.42

For the gap between HOMO and LUMO (alpha / beta), the calculation gives 7.46 / 6.93 eV. Its energy above the lowest of the compared OMol25 structures with the same formula, charge and spin is 230.8 kJ/mol. As for the lowest unoccupied orbital energy (alpha / beta): -0.13 / -1.00 eV. Its total energy is -689.522667 a.u.

=====

No. 2
DFT (the ωB97M-V functional and the def2-TZVPD basis) results for CAuNO5S2 as an isolated structure.

Last column: Mulliken charge in e.
Cartesian coordinates (Å):
1 O -1.77 -0.60 0.41  -0.38
2 C -2.31 0.47 0.28  0.88
3 O -3.23 1.18 0.40  -0.28
4 Au 0.08 -0.33 0.94  0.80
5 N 1.41 -0.92 -0.53  -0.31
6 S 2.58 -0.95 0.70  0.31
7 O 1.63 -0.63 2.02  -0.51
8 S 1.24 0.52 -1.37  0.66
9 O -0.11 1.13 -0.25  -0.69
10 O 0.48 0.12 -2.61  -0.49

For the gap between HOMO and LUMO (alpha / beta), the calculation gives 8.36 / 6.04 eV. Its energy above the lowest of the compared OMol25 structures with the same formula, charge and spin is 8.9 kJ/mol. As for the spin multiplicity: 3. As for the lowest unoccupied orbital energy (alpha / beta): -0.77 / -2.87 eV. Its total energy is -1400.832911 a.u. As for the expectation value of S²: 2.012.

=====

No. 3
DFT (the ωB97M-V functional and the def2-TZVPD basis) results for a 2-piece molecular cluster, CBr2N2O overall.

Last column: Mulliken charge in e.
Cartesian coordinates (Å):
1 C -0.18 1.65 0.24  0.33
2 N 0.34 1.18 -0.69  -0.39
3 N 0.63 -1.36 -0.62  0.26
4 O 1.33 -2.27 -0.57  -0.33
5 Br -0.89 2.43 1.65  0.09
6 Br -1.24 -1.63 -0.02  0.02

For the gap between HOMO and LUMO (alpha / beta), the calculation gives 8.76 / 8.22 eV. Its energy above the lowest of the compared OMol25 structures with the same formula, charge and spin is 0.0 kJ/mol. As for the spin multiplicity: 3. As for the lowest unoccupied orbital energy (alpha / beta): 0.27 / -2.69 eV. Its total energy is -5370.707362 a.u. As for the expectation value of S²: 2.012.

=====

No. 4
DFT (the ωB97M-V functional and the def2-TZVPD basis) results for CBrCl2NO2 as an isolated structure.

Last column: Mulliken charge in e.
Cartesian coordinates (Å):
1 C 0.68 -0.44 -0.06  0.27
2 N -1.07 0.58 0.06  0.78
3 O -1.62 0.14 0.99  -0.47
4 O -1.17 1.47 -0.70  -0.43
5 Cl 0.68 -0.98 -1.66  -0.08
6 Cl 0.45 -1.63 1.13  -0.06
7 Br 2.06 0.87 0.23  -0.02

For the gap between HOMO and LUMO (alpha / beta), the calculation gives 9.33 / 9.33 eV. Its energy above the lowest of the compared OMol25 structures with the same formula, charge and spin is 80.5 kJ/mol. As for the lowest unoccupied orbital energy (alpha / beta): -0.36 / -0.36 eV. Its total energy is -3737.584336 a.u.

=====

No. 5
DFT (the ωB97M-V functional and the def2-TZVPD basis) results for CBrClFI as an isolated structure.

Last column: Mulliken charge in e.
Cartesian coordinates (Å):
1 C 0.00 0.60 -0.19  0.09
2 F 0.37 1.92 0.21  -0.20
3 Cl 0.95 -2.26 0.77  -0.37
4 Br -0.42 0.35 -1.94  0.03
5 I -0.90 -0.61 1.15  0.45

For the gap between HOMO and LUMO (alpha / beta), the calculation gives 7.19 / 7.39 eV. Its energy above the lowest of the compared OMol25 structures with the same formula, charge and spin is 282.1 kJ/mol. As for the lowest unoccupied orbital energy (alpha / beta): -1.92 / -1.33 eV. Its total energy is -3469.736730 a.u.

=====

No. 6
DFT (the ωB97M-V functional and the def2-TZVPD basis) results for a 2-piece molecular cluster, CBrClFNO2 overall.

Last column: Mulliken charge in e.
Cartesian coordinates (Å):
1 C 0.41 0.77 0.39  0.38
2 N -0.43 -1.24 -0.41  0.72
3 O -0.11 -1.09 -1.55  -0.44
4 O -1.03 -2.02 0.25  -0.45
5 F 1.29 0.76 1.37  -0.14
6 Cl 0.97 1.13 -1.09  -0.02
7 Br -1.10 1.70 1.05  -0.05

For the gap between HOMO and LUMO (alpha / beta), the calculation gives 8.69 / 8.08 eV. Its energy above the lowest of the compared OMol25 structures with the same formula, charge and spin is 197.3 kJ/mol. As for the lowest unoccupied orbital energy (alpha / beta): -0.96 / -1.10 eV. Its total energy is -3377.221764 a.u.